{"formula": "C34H30Br2N5O4PRuS2", "method": "ωB97M-V with the def2-TZVPD basis set", "elements": ["Ru", "C", "C", "C", "C", "C", "C", "Br", "C", "C", "Br", "C", "O", "C", "N", "H", "H", "H", "H", "H", "H", "C", "C", "O", "P", "S", "S", "O", "C", "C", "H", "H", "H", "H", "H", "H", "H", "H", "H", "H", "C", "O", "C", "C", "C", "C", "C", "C", "C", "N", "C", "C", "N", "C", "C", "C", "C", "N", "C", "C", "N", "C", "C", "C", "C", "H", "H", "H", "H", "H", "H", "H", "H", "H", "H", "H", "H", "H", "H"], "xyz": [[-2.2796, -0.6170, -2.5499], [-1.3981, -0.5846, -5.9934], [-2.7118, 0.0444, -5.6668], [-3.4724, 0.6022, -6.7234], [-4.6404, 1.2471, -6.4751], [-5.1217, 1.3292, -5.1490], [-6.3237, 1.9754, -4.7799], [-7.3809, 2.8596, -6.0844], [-6.7450, 1.9738, -3.4804], [-6.0006, 1.3072, -2.5038], [-6.6341, 1.2930, -0.7253], [-4.8197, 0.6311, -2.7889], [-4.1650, -0.0480, -1.9038], [-4.3506, 0.7063, -4.1476], [-3.1329, 0.1033, -4.4162], [-1.2199, -0.5454, -7.0664], [-1.3628, -1.6235, -5.6694], [-0.5875, -0.0751, -5.4726], [-3.0908, 0.5148, -7.7308], [-5.2150, 1.6878, -7.2780], [-7.6594, 2.4770, -3.1996], [2.8940, -3.3933, 0.3106], [1.6182, -3.9487, -0.2949], [1.3359, -3.4310, -1.5943], [1.0290, -1.8199, -1.7071], [-0.3027, -1.7476, -3.2923], [-1.6628, 1.2150, -1.6028], [2.4664, -1.4229, -2.4218], [2.7414, -0.0234, -2.4683], [3.5040, 0.4243, -1.2364], [3.0966, -3.8796, 1.2676], [2.8125, -2.3184, 0.4829], [3.7385, -3.5668, -0.3567], [0.7647, -3.7636, 0.3681], [1.7037, -5.0276, -0.4293], [1.8089, 0.5423, -2.5756], [3.3233, 0.1477, -3.3751], [2.9002, 0.2775, -0.3380], [3.7610, 1.4837, -1.3050], [4.4241, -0.1513, -1.1310], [5.2302, 1.8728, 8.6727], [4.4730, 0.7040, 8.4085], [3.7504, 0.6665, 7.2642], [3.7446, 1.6743, 6.3041], [2.9613, 1.5341, 5.1694], [2.1817, 0.4018, 4.9691], [2.2056, -0.6045, 5.9368], [2.9784, -0.4788, 7.0707], [1.3676, 0.3056, 3.7555], [1.3412, 1.1962, 2.7956], [0.4520, 0.7085, 1.8658], [-0.0614, -0.5066, 2.2815], [0.5339, -0.7521, 3.4939], [-0.9445, -1.2683, 1.4870], [-1.4727, -2.5323, 1.8094], [-2.2351, -3.1922, 0.8875], [-2.4446, -2.6039, -0.3689], [-1.9760, -1.4172, -0.6833], [-1.2644, -0.7028, 0.2382], [-0.8135, 0.5997, -0.1451], [-0.5897, 2.0852, -2.5683], [0.2890, 2.9091, -2.1711], [0.7979, 3.2490, -0.8395], [0.6970, 2.5872, 0.3179], [0.0613, 1.3085, 0.6329], [5.6810, 1.7237, 9.6492], [4.5920, 2.7590, 8.6990], [6.0176, 2.0109, 7.9279], [4.3426, 2.5649, 6.4266], [2.9491, 2.3124, 4.4189], [1.6213, -1.5091, 5.8171], [3.0026, -1.2546, 7.8236], [0.3773, -1.5427, 4.0918], [-1.2642, -2.9818, 2.7725], [-2.6589, -4.1643, 1.0931], [-2.9875, -3.1285, -1.1443], [0.7522, 3.4799, -2.9774], [1.4182, 4.1379, -0.8358], [1.2486, 2.9934, 1.1576]], "mulliken_charge": [0.4521, -1.3616, 0.9254, -0.8301, -0.8484, 1.0890, -0.1454, -0.2412, -0.3805, -0.1446, -0.1811, 0.4442, -0.6880, -0.1778, -0.0300, 0.4294, 0.2850, 0.2320, 0.3678, 0.3318, 0.4213, -0.8982, 0.1223, -0.3937, 0.5185, -0.6121, -0.1031, -0.4740, -0.0036, -0.7853, 0.4431, 0.0655, 0.2751, -0.0549, 0.3371, -0.0223, 0.3773, -0.0920, 0.4051, 0.3166, -0.8410, -0.4633, 0.9254, -0.4189, -0.8195, 0.3385, -0.4814, -0.7589, 0.1584, -0.8253, 0.1590, 0.1346, -0.1191, 0.1229, -0.2296, -1.1603, -0.6063, 0.2690, 0.0510, 0.9251, -0.1809, -0.2905, -0.5644, -0.8786, 0.9954, 0.2418, 0.3456, 0.3378, 0.3925, 0.4754, 0.2544, 0.4233, 0.1866, 0.4404, 0.4100, 0.5078, 0.3794, 0.3821, 0.4110], "max_force_ev_per_a": 0.928, "orbital_gap_ha": 0.2074, "total_energy_ha": -8269.1253, "lumo_ev": -1.23}

---

{"formula": "C34H30CdN7O3S2", "method": "ωB97M-V with the def2-TZVPD basis set", "elements": ["Cd", "C", "C", "C", "C", "N", "C", "C", "C", "C", "C", "C", "N", "C", "C", "C", "C", "C", "N", "H", "H", "H", "H", "H", "H", "H", "H", "H", "H", "H", "O", "S", "O", "N", "C", "C", "C", "C", "C", "C", "C", "C", "N", "C", "C", "C", "C", "C", "C", "C", "H", "H", "H", "H", "H", "H", "H", "H", "H", "H", "H", "S", "C", "N", "C", "C", "C", "N", "H", "H", "H", "H", "H", "H", "H", "H", "O"], "xyz": [[0.0960, -0.4767, 1.0658], [2.6554, 3.0039, 1.6448], [1.7170, 3.9504, 2.0359], [0.4074, 3.5498, 2.3008], [0.0706, 2.2036, 2.1667], [0.9878, 1.2729, 1.7841], [2.2457, 1.6879, 1.5335], [-1.2625, 1.6383, 2.4142], [-2.3692, 2.3127, 2.9119], [-3.5513, 1.6007, 3.1148], [-3.5979, 0.2370, 2.8245], [-2.4565, -0.3797, 2.3287], [-1.3250, 0.3239, 2.1214], [-2.3058, -1.8048, 1.9976], [-3.3351, -2.7450, 2.0300], [-3.0553, -4.0699, 1.6947], [-1.7617, -4.4257, 1.3356], [-0.7941, -3.4378, 1.3257], [-1.0363, -2.1510, 1.6464], [3.6806, 3.2830, 1.4306], [2.0008, 4.9942, 2.1336], [-0.3224, 4.2913, 2.6016], [2.9344, 0.9049, 1.2312], [-2.3330, 3.3672, 3.1558], [-4.4298, 2.1041, 3.5094], [-4.5132, -0.3141, 3.0013], [-4.3464, -2.4718, 2.3048], [-3.8431, -4.8174, 1.7129], [-1.5121, -5.4459, 1.0687], [0.2338, -3.6559, 1.0525], [0.8124, 0.1320, -3.0938], [0.6829, 0.8120, -1.8023], [-0.6269, 1.4270, -1.5826], [1.2496, 0.0074, -0.5458], [2.4458, -0.6396, -0.4749], [3.4453, -0.5942, -1.4702], [4.6610, -1.2615, -1.3291], [4.9095, -2.0031, -0.1848], [3.9345, -2.0843, 0.8162], [4.1623, -2.8402, 1.9750], [3.1826, -2.9187, 2.9540], [2.0049, -2.2342, 2.7372], [1.7541, -1.4949, 1.6384], [2.6965, -1.4070, 0.6765], [1.7018, 2.3016, -2.0321], [2.1553, 2.9993, -0.9113], [2.9508, 4.1315, -1.0889], [3.2846, 4.5584, -2.3772], [2.8244, 3.8552, -3.4931], [2.0307, 2.7213, -3.3231], [3.2860, -0.0360, -2.3907], [5.4014, -1.1983, -2.1201], [5.8577, -2.5209, -0.0836], [5.0995, -3.3703, 2.1132], [3.3310, -3.4976, 3.8562], [1.1970, -2.2569, 3.4612], [1.8888, 2.6600, 0.0856], [3.3081, 4.6776, -0.2214], [3.9024, 5.4411, -2.5116], [3.0795, 4.1872, -4.4946], [1.6629, 2.1692, -4.1834], [-1.5981, -0.7208, -0.6867], [-2.7459, -0.8898, -1.8724], [-4.0580, -0.6465, -1.6249], [-5.1190, -0.9222, -2.5682], [-4.6374, -0.7485, -3.9967], [-3.3719, -1.5684, -4.1661], [-2.4076, -1.2528, -3.1357], [-4.2936, -0.4329, -0.6625], [-5.9493, -0.2442, -2.3490], [-5.4576, -1.9487, -2.3898], [-4.4187, 0.3099, -4.1857], [-5.4060, -1.0633, -4.7097], [-2.9048, -1.3735, -5.1362], [-3.5861, -2.6405, -4.0971], [-1.4316, -1.4834, -3.2827], [0.2305, -0.6273, 2.7850]], "mulliken_charge": [0.9036, -0.6750, -0.4875, -0.7162, 0.9040, 0.4223, -0.4506, -0.5295, -0.7656, -0.9340, -0.7421, 0.4517, 0.6179, 0.1770, -0.5907, -0.6373, -0.9274, -0.2934, 0.7722, 0.6779, 0.3669, 0.3749, 0.2607, 0.3984, 0.3993, 0.4082, 0.3347, 0.4063, 0.4059, 0.2791, -0.8562, 1.1465, -0.6788, 0.9487, 0.7562, -0.8711, -0.8709, -0.8684, 1.1758, -0.8363, -0.8554, -0.5566, 0.5305, -0.8754, -0.4179, 0.6244, -0.7214, -0.6500, -0.6252, -0.5764, 0.3705, 0.4191, 0.3593, 0.3764, 0.4152, 0.4540, 0.1172, 0.3315, 0.3581, 0.3831, 0.4456, 0.2844, -0.3045, -0.0316, -0.6909, -0.5591, -0.6899, 0.0657, 0.1922, 0.3736, 0.3114, 0.2853, 0.3470, 0.3740, 0.3049, 0.2092, -1.2355], "max_force_ev_per_a": 17.394, "orbital_gap_ha": [0.2003, 0.1448], "total_energy_ha": -2886.3597, "lumo_ev": [2.61, 2.62], "charge": -1}

---

{"formula": "C34H30N2O4", "method": "ωB97M-V with the def2-TZVPD basis set", "elements": ["C", "O", "C", "C", "C", "C", "C", "C", "C", "C", "N", "C", "C", "C", "C", "C", "C", "C", "N", "C", "H", "H", "H", "H", "H", "H", "H", "H", "H", "H", "H", "H", "H", "H", "H", "H", "H", "H", "C", "O", "C", "C", "C", "C", "C", "C", "C", "O", "C", "C", "C", "C", "C", "C", "C", "O", "C", "C", "H", "H", "H", "H", "H", "H", "H", "H", "H", "H", "H", "H"], "xyz": [[-1.8214, 2.9429, 3.3728], [-0.9329, 1.8434, 3.2508], [-1.0129, 0.6211, 2.5695], [-2.1086, -0.2821, 3.0518], [-2.6348, -1.2252, 2.1560], [-3.6722, -2.0588, 2.5723], [-4.1254, -1.9832, 3.8922], [-3.5436, -1.0909, 4.7962], [-2.5017, -0.2468, 4.3858], [0.3306, 0.0318, 2.9992], [0.6945, -1.1970, 3.4211], [-0.0788, -2.4290, 3.5702], [2.0689, -1.1892, 3.6944], [2.5249, 0.0699, 3.4060], [3.8106, 0.5217, 3.6862], [4.6767, -0.4406, 4.2447], [4.2304, -1.7545, 4.5153], [2.9035, -2.1563, 4.2516], [1.4341, 0.8090, 2.9565], [1.5817, 2.2064, 2.5880], [-1.5141, 3.4705, 4.2975], [-1.7019, 3.5729, 2.4829], [-2.8663, 2.6212, 3.4525], [-2.2047, -1.3011, 1.1525], [-4.0963, -2.7705, 1.8538], [-4.9381, -2.6395, 4.2035], [-3.8795, -1.0492, 5.8354], [-1.9856, 0.4299, 5.0735], [0.6366, -3.1806, 3.9191], [-0.8650, -2.3302, 4.3215], [-0.5131, -2.7648, 2.6252], [4.0835, 1.5591, 3.4875], [5.7136, -0.1556, 4.4681], [4.9370, -2.4762, 4.9453], [2.5302, -3.1598, 4.4598], [2.6563, 2.3419, 2.4264], [1.0379, 2.4651, 1.6718], [1.2692, 2.8650, 3.4048], [1.2316, 2.6332, -4.9495], [1.7619, 2.0279, -3.7509], [1.0345, 2.0325, -2.6166], [-0.1200, 2.8250, -2.4157], [-0.8993, 2.6215, -1.2909], [-0.5772, 1.6144, -0.3327], [-1.5176, 1.2238, 0.7053], [-2.8751, 1.2234, 0.4276], [-4.0875, 1.5190, 1.2745], [-4.1872, 1.8190, 2.4785], [-5.2754, 1.4718, 0.4058], [-4.9016, 1.2568, -0.9224], [-5.8722, 1.1874, -1.9259], [-7.2172, 1.3862, -1.5876], [-7.5820, 1.5916, -0.2339], [-6.6126, 1.6024, 0.7713], [-3.4435, 1.0107, -0.9721], [-2.8565, 0.6297, -1.9899], [0.6722, 0.9501, -0.4870], [1.4740, 1.1518, -1.5944], [1.9440, 2.3546, -5.7287], [0.2363, 2.2380, -5.1984], [1.1925, 3.7270, -4.8518], [-0.4400, 3.5618, -3.1648], [-1.8114, 3.2096, -1.1368], [-0.9248, 0.4031, 1.3537], [-5.5779, 0.9706, -2.9532], [-7.9953, 1.3665, -2.3627], [-8.6348, 1.7316, 0.0153], [-6.8709, 1.6924, 1.8271], [0.9567, 0.1726, 0.2310], [2.4065, 0.5880, -1.7214]], "mulliken_charge": [-0.6570, -0.5081, 2.9394, -0.2542, 0.5037, -1.2358, -0.5449, -1.2052, -0.1444, -1.0090, -0.0596, -0.5251, 0.7747, 0.9415, -0.8039, -0.7044, -0.6530, -1.0484, 0.2435, -0.5794, 0.3404, 0.3108, 0.1938, 0.5868, 0.4585, 0.4316, 0.4064, 0.4215, 0.3076, 0.2621, 0.2423, 0.3641, 0.3867, 0.3723, 0.3716, 0.3224, 0.1900, 0.1308, -0.8233, -0.4627, 0.5017, -0.5799, -0.5580, 0.4259, 0.3218, 0.2152, 1.5232, -0.9158, -0.1187, -0.1010, -0.5032, -0.4832, -0.5478, -0.3954, -0.5662, -0.7552, -0.0401, -0.8945, 0.2476, 0.3499, 0.3014, 0.3319, 0.4290, -0.9401, 0.4678, 0.3647, 0.3847, 0.4734, 0.3582, 0.4188], "max_force_ev_per_a": 3.638, "orbital_gap_ha": 0.1528, "total_energy_ha": -1723.8299, "lumo_ev": -0.83}